Entry 1:
19
Properties=species:S:1:pos:R:3:forces:R:3:lowdin_charge:R:1 method="wB97M-V/def2-TZVPD" spin_multiplicity=2 e_above_lowest_kcal_mol=18.6 s2=0.7532 homo_ev="-15.13 / -15.11" gap_ha="0.3705 / 0.2350" charge=+1
C 0.214 1.328 -1.918 1.4954 0.6736 0.4582 -0.044
C 0.396 1.844 -0.447 -2.5851 -1.3705 0.4055 -0.170
C 0.219 -0.912 2.353 0.6920 -1.1506 -0.5091 -0.183
O 0.411 -1.975 1.403 -0.9090 0.9278 0.2111 -0.006
C 0.012 0.379 1.673 -1.3849 -0.0281 -0.4657 0.112
C 0.526 0.627 0.400 2.5620 0.8530 0.0074 0.054
H 0.161 2.199 -2.566 -0.3607 -0.0894 -0.0911 0.092
H 1.154 0.831 -2.169 -0.1930 -0.2160 -0.2596 0.089
H -0.625 0.658 -2.054 -0.2054 0.1292 0.0605 0.071
H 1.179 2.591 -0.334 0.4782 -0.2979 -0.0352 0.148
H -0.536 2.305 -0.101 0.1520 0.4310 -0.1966 0.122
H 1.148 -1.037 2.904 -0.0109 0.8464 0.7394 0.160
H -0.649 -1.049 3.007 0.1799 -0.3469 0.1578 0.153
H -0.458 -2.140 1.015 -0.0476 -0.3342 -0.4151 0.097
H -0.771 1.035 2.053 0.3565 0.2088 0.2075 0.149
H 1.330 -0.062 0.137 -0.3401 -0.2103 -0.3711 0.148
H -1.364 -3.009 -1.903 0.5654 0.0683 -0.2788 0.054
H -0.812 -1.515 -1.792 1.2606 0.0514 -0.6248 -0.015
O -1.534 -2.099 -1.659 -1.7052 -0.1455 0.9997 -0.029

---

Entry 2:
19
Properties=species:S:1:pos:R:3:forces:R:3:lowdin_charge:R:1 method="wB97M-V/def2-TZVPD" spin_multiplicity=2 e_above_lowest_kcal_mol=64.8 s2=0.7574 homo_ev="-15.51 / -15.48" gap_ha="0.3506 / 0.2137" charge=+1
O 2.629 -1.349 -0.497 0.2656 0.5047 0.0486 0.368
C 1.814 -0.613 -0.015 -0.8744 -3.3699 -1.0238 -0.066
C 0.407 -1.121 -0.163 -2.5678 -2.3666 0.0424 -0.047
C -0.818 -0.141 -0.027 1.6009 1.8491 -2.2237 -0.463
C -2.131 -0.868 -0.106 1.5620 -5.6091 3.7912 -0.059
C -0.775 0.950 1.006 -1.6044 0.3396 1.6830 -0.079
H 2.041 0.232 0.511 0.5099 2.2838 1.8079 0.119
H 0.336 -1.512 -1.198 0.2025 -0.0612 0.5001 0.150
H 0.211 -2.087 0.497 0.9788 1.9408 -0.9197 0.203
H -0.799 0.457 -0.998 0.4002 -0.7565 0.9436 0.154
H -2.630 -0.461 -0.856 -2.8342 1.8761 -3.0092 0.026
H -2.635 -0.826 0.904 0.2512 -0.0911 -1.2787 0.114
H -2.096 -2.075 -0.412 0.2286 3.1062 0.8851 0.164
H -0.794 0.554 2.087 -0.2031 0.4421 -1.5073 0.111
H 0.143 1.601 0.943 -1.3635 -0.2063 -0.2892 0.076
H -1.854 1.471 0.795 2.9767 -0.4762 0.8736 0.158
H 2.088 2.197 -1.586 0.6582 -0.5610 -2.9335 0.031
H 2.695 1.473 -0.205 0.8191 0.7828 -1.6491 0.023
O 2.170 2.120 -0.680 -1.0062 0.3727 4.2589 0.018

---

Entry 3:
20
Properties=species:S:1:pos:R:3:forces:R:3:lowdin_charge:R:1 method="wB97M-V/def2-TZVPD" smiles="COC(C)=O.CSC" e_above_lowest_kcal_mol=11.6 homo_ev=-8.48 gap_ha=0.3417 charge=0
C -2.181 -2.271 0.058 0.0213 -0.8176 0.2388 -0.063
O -2.338 -1.139 -0.801 0.1086 0.1738 0.4616 -0.056
C -2.121 0.054 -0.196 0.1386 -0.1101 0.3989 -0.546
C -2.307 1.182 -1.170 0.0029 0.6635 -0.1507 0.012
O -1.820 0.163 0.972 -0.1988 -0.1080 -0.8144 0.087
H -2.383 -3.169 -0.549 0.0692 0.5458 0.1478 0.094
H -2.892 -2.249 0.902 0.2910 0.1683 -0.3611 0.098
H -1.157 -2.342 0.463 -0.4045 0.2090 -0.1909 0.095
H -1.600 1.086 -2.011 -0.3361 -0.0768 0.3175 0.094
H -3.334 1.179 -1.572 0.4407 -0.1077 0.1113 0.093
H -2.128 2.148 -0.669 -0.0705 -0.5349 -0.1548 0.091
C 2.878 -0.696 0.899 0.0281 -0.3118 0.4268 -0.454
S 2.706 0.223 -0.640 -0.0172 0.0371 0.1130 0.700
C 2.513 1.869 0.064 -0.0837 0.4954 0.1664 -0.454
H 3.010 -1.762 0.647 -0.0508 0.4653 0.0831 0.031
H 1.982 -0.592 1.533 0.2907 -0.0304 -0.2995 0.037
H 3.757 -0.359 1.473 -0.2955 -0.1195 -0.2792 0.037
H 1.623 1.928 0.712 0.2966 -0.0755 -0.2843 0.037
H 3.398 2.162 0.653 -0.2926 -0.1418 -0.2713 0.037
H 2.391 2.584 -0.767 0.0620 -0.3241 0.3408 0.031

---

Entry 4:
21
Properties=species:S:1:pos:R:3:forces:R:3:lowdin_charge:R:1 method="wB97M-V/def2-TZVPD" spin_multiplicity=3 e_above_lowest_kcal_mol=0.0 s2=2.0147 homo_ev="-6.17 / -10.49" gap_ha="0.2532 / 0.3088" charge=0
C 3.354 -1.171 0.107 -1.0474 -1.4430 1.8113 -0.109
C 2.958 -0.468 -0.881 1.3742 -0.0529 -1.4369 -0.100
C -1.284 -0.326 -1.706 -2.0322 -0.1723 0.9842 -0.204
C -2.069 1.879 0.708 0.0125 -1.4255 -1.4235 -0.181
C -1.299 -1.161 1.312 1.7223 -1.3189 -0.1243 -0.206
O 1.274 2.087 -0.840 0.2615 2.7187 -1.6477 -0.377
O 1.455 0.940 1.352 0.4334 0.2668 0.5219 -0.421
Si -1.101 0.213 0.135 -1.4378 2.8279 -1.3530 0.588
S 1.181 0.904 -0.082 -2.4311 -2.6117 2.0000 0.585
H 4.126 -1.946 0.061 -0.0473 0.2249 0.1067 0.064
H 2.643 -1.157 0.975 1.2667 -0.0368 -0.1593 0.056
H 3.173 -0.381 -1.911 0.3187 0.3807 -0.8792 0.039
H -2.332 -0.608 -2.029 0.9772 -0.0758 0.7951 0.053
H -0.996 0.297 -2.509 0.6687 1.3736 -0.3999 0.009
H -0.639 -1.167 -1.785 0.4037 -1.1695 -0.1128 0.004
H -1.496 2.745 1.048 0.2463 -0.3816 -0.1390 0.019
H -2.659 2.185 -0.212 0.3648 -0.2809 1.2823 0.036
H -2.699 1.520 1.535 -0.1565 0.3662 -0.3839 0.011
H -2.089 -1.925 1.331 0.0799 0.5218 -0.4738 0.048
H -0.316 -1.696 1.087 -1.0358 0.1349 0.5266 0.055
H -1.184 -0.762 2.305 0.0582 0.1535 0.5055 0.029

---

Entry 5:
20
Properties=species:S:1:pos:R:3:forces:R:3:lowdin_charge:R:1 method="wB97M-V/def2-TZVPD" smiles=COC(C[Se]C)OC e_above_lowest_kcal_mol=6.4 homo_ev=-8.00 gap_ha=0.3254 charge=0
C 1.150 -0.390 -1.940 1.9127 2.4091 -4.8589 -0.125
O 0.290 0.616 -1.427 0.6119 -0.9108 0.8958 -0.194
C 0.644 0.716 -0.075 -0.8039 -1.9772 2.8420 -0.514
C 0.129 -0.593 0.779 -3.3112 5.6393 1.1190 -0.271
Se -1.722 -0.855 -0.031 1.3569 0.8253 -0.7650 0.977
C -2.469 -1.996 1.210 -0.1630 -4.1097 2.6544 -0.564
O 0.001 1.735 0.622 0.4264 -0.0300 -1.4600 -0.125
C 0.479 2.934 0.119 2.8566 1.0373 -1.3120 -0.120
H 2.264 0.076 -2.217 -2.6789 -0.8621 0.7439 0.145
H 0.696 -0.666 -2.949 0.6878 0.1888 1.3775 0.114
H 1.391 -1.269 -1.421 -0.4622 -1.0190 1.3997 0.053
H 1.722 0.921 -0.027 0.1751 -0.4776 0.1431 0.149
H -0.072 -0.213 1.906 0.7829 -1.0774 -2.7025 0.131
H 0.653 -1.439 0.710 2.1348 -3.1584 -0.1941 -0.007
H -2.536 -1.709 2.257 0.0736 0.9447 -0.0180 0.016
H -3.475 -2.332 0.979 -0.3208 0.6063 -0.6042 0.010
H -2.013 -3.052 1.380 0.0274 1.6321 -0.8813 0.059
H -0.166 3.685 0.318 -2.7848 2.1585 0.3648 0.049
H 0.759 3.011 -0.972 -0.7657 -0.7425 0.8800 0.120
H 1.373 3.379 0.601 0.2443 -1.0767 0.3758 0.099

---

Entry 6:
20
Properties=species:S:1:pos:R:3:forces:R:3:lowdin_charge:R:1 method="wB97M-V/def2-TZVPD" smiles="C/C=C/C=C/O.O.O" e_above_lowest_kcal_mol=63.4 homo_ev=-8.12 gap_ha=0.3170 charge=0
C -0.831 -0.956 2.620 -1.0052 -0.3786 0.9399 -0.124
C -0.761 -0.178 1.360 0.0692 0.0652 -0.5481 -0.189
C -0.368 -0.744 0.229 0.6310 -0.2104 -1.6643 -0.126
C -0.372 -0.147 -1.145 1.1673 -0.6097 1.7284 -0.082
C 0.316 -0.616 -2.199 -0.8744 -0.2552 -0.7234 -0.182
O 0.098 -0.171 -3.468 0.0686 1.3536 -0.1724 -0.012
H -0.802 -0.259 3.483 0.4400 -0.6852 -0.2314 0.075
H -1.843 -1.425 2.698 0.5340 0.3112 -0.0396 0.082
H -0.123 -1.816 2.678 -0.2147 0.9521 0.0577 0.085
H -1.080 0.864 1.347 -0.0719 -0.1871 0.1183 0.091
H -0.024 -1.778 0.233 -0.0066 0.0522 0.2146 0.111
H -0.861 0.821 -1.153 -0.1882 -0.9269 -0.9097 0.058
H 1.006 -1.445 -2.379 -0.3639 -0.1373 1.3432 0.131
H -0.379 0.672 -3.396 -0.0276 -0.2995 -0.3567 0.100
O -1.304 2.757 -0.187 -0.2293 -0.1162 0.1521 -0.052
H -0.958 3.620 -0.421 0.1066 -0.0203 -0.2235 0.043
H -1.068 2.125 -0.883 -0.0164 1.1278 0.3254 -0.014
O 2.773 -0.698 2.244 0.3061 -0.7328 0.0260 -0.062
H 3.270 -0.445 1.455 -0.4105 0.3675 0.3538 0.038
H 2.281 0.039 2.606 0.0861 0.3297 -0.3901 0.027

---

Entry 7:
20
Properties=species:S:1:pos:R:3:forces:R:3:lowdin_charge:R:1 method="wB97M-V/def2-TZVPD" smiles="CC(C)OO.CC=O" e_above_lowest_kcal_mol=101.8 homo_ev=-9.75 gap_ha=0.3931 charge=0
C 2.451 1.057 0.035 -0.1809 -0.1339 0.1348 -0.050
C 1.641 -0.062 0.683 0.1765 0.1658 -0.4263 -0.433
C 1.581 -1.314 -0.185 -0.2010 0.2472 0.0699 -0.050
O 0.335 0.388 1.060 -0.3537 0.4058 0.3806 -0.116
O -0.413 0.715 -0.110 -0.4634 1.5818 -0.3335 -0.123
H 1.998 1.349 -0.911 -0.0169 0.0105 -0.0034 0.078
H 3.467 0.720 -0.164 0.0634 -0.0235 0.0170 0.079
H 2.491 1.924 0.693 0.0096 0.0286 -0.0159 0.081
H 2.061 -0.308 1.665 -0.0585 0.0266 -0.0773 0.147
H 1.103 -1.083 -1.136 -0.0002 0.0238 -0.0338 0.077
H 2.584 -1.681 -0.395 0.0268 -0.0604 0.0814 0.080
H 0.997 -2.088 0.311 0.0669 -0.0864 0.0149 0.080
H -0.982 1.619 -0.047 2.0888 -2.2384 0.6825 0.162
C -2.968 -0.569 0.255 -0.0036 0.1821 0.1826 -0.038
C -2.445 0.339 -0.809 -0.8063 1.4858 -0.1317 -0.319
O -2.530 1.579 -0.768 -0.4176 -1.7363 -0.4082 -0.037
H -3.354 0.006 1.094 -0.0204 0.0344 -0.0064 0.089
H -2.174 -1.226 0.607 0.0746 -0.0643 -0.0671 0.081
H -3.760 -1.190 -0.164 -0.0419 -0.0428 -0.0447 0.084
H -2.082 -0.174 -1.715 0.0577 0.1937 -0.0154 0.129

---

Entry 8:
20
Properties=species:S:1:pos:R:3:forces:R:3:lowdin_charge:R:1 method="wB97M-V/def2-TZVPD" smiles="O=CCCCCO.O" e_above_lowest_kcal_mol=53.3 homo_ev=-9.64 gap_ha=0.3795 charge=0
O 1.123 1.732 -1.876 0.1711 0.4305 -0.6579 0.038
C 1.933 1.929 -1.019 -0.8356 -1.9718 1.9880 -0.228
C 1.765 1.427 0.490 -0.1332 2.1740 -1.4588 -0.160
C 0.696 0.403 0.881 -0.0984 0.3836 -1.3063 -0.176
C -0.645 0.542 0.025 1.1340 0.8389 1.8127 -0.174
C -0.888 -0.586 -0.941 2.1276 0.9390 -3.2451 -0.268
O -0.249 -1.847 -0.633 -2.3915 -0.1608 0.6280 -0.092
H 2.910 2.380 -1.199 0.3102 0.5294 -0.2323 0.106
H 2.801 1.119 0.710 -0.4499 0.2904 0.6631 0.103
H 1.448 2.410 0.989 1.0785 -1.0728 -0.2929 0.133
H 1.095 -0.588 0.682 -0.0679 -0.1577 0.5296 0.093
H 0.547 0.614 1.953 -0.2780 -0.6972 -0.4463 0.108
H -1.440 0.596 0.753 -0.5301 0.0178 0.2709 0.090
H -0.571 1.542 -0.456 -0.5543 -0.9810 -0.0083 0.108
H -1.924 -0.685 -1.250 -0.3691 -0.3073 0.5564 0.116
H -0.403 -0.290 -1.931 -0.4518 -0.1427 1.1813 0.125
H -1.055 -2.393 -0.489 1.3109 -0.1399 -0.1304 0.065
O -2.773 -2.783 1.165 0.4511 -0.4194 -0.2825 -0.052
H -2.145 -3.525 1.097 -0.3967 0.3844 0.1953 0.052
H -2.227 -1.997 1.050 -0.0267 0.0626 0.2355 0.012